{
  "formula": "C42H39BrN3O8V",
  "method": "the ωB97M-V functional and the def2-TZVPD basis",
  "s2": 0.838,
  "lumo_ev": [2.12, 2.12],
  "total_charge": -1,
  "homo_energy_ha": [-0.116, -0.113],
  "multiplicity": 2,
  "max_force_ha_per_bohr": 0.0536,
  "e_above_lowest_ev": 0.099,
  "species": ["V", "C", "O", "C", "N", "C", "C", "C", "C", "C", "C", "C", "C", "C", "C", "C", "C", "N", "C", "N", "C", "C", "O", "C", "C", "C", "C", "C", "C", "H", "H", "H", "H", "H", "H", "H", "H", "H", "H", "H", "H", "H", "H", "H", "H", "H", "H", "H", "O", "C", "C", "O", "C", "C", "O", "C", "O", "O", "C", "C", "C", "C", "C", "C", "C", "Br", "C", "O", "C", "C", "C", "C", "C", "C", "H", "H", "H", "H", "H", "H", "H", "H", "H", "H", "H", "H", "H", "H", "H", "H", "H", "H", "H", "H"],
  "positions_angstrom": [[-0.0428, -0.0660, -0.0783], [-1.2829, 1.8794, 3.7194], [0.0366, 2.3239, 3.2797], [0.2627, 1.6952, 2.1345], [-0.6892, 1.0124, 1.6218], [-1.8657, 1.0927, 2.5368], [-3.0950, 1.6799, 1.8637], [-3.4015, 3.0378, 1.8730], [-4.5515, 3.5057, 1.2433], [-5.3875, 2.6255, 0.5658], [-5.0783, 1.2701, 0.5394], [-3.9450, 0.7978, 1.1959], [1.5704, 1.7083, 1.4792], [2.6977, 2.3197, 1.8723], [3.8974, 2.1042, 1.1216], [3.8757, 1.2748, 0.0145], [2.6911, 0.6910, -0.3709], [1.5224, 0.9178, 0.3622], [2.4272, -0.2030, -1.4501], [1.2249, -0.6773, -1.6302], [1.2358, -1.5321, -2.8413], [2.7400, -1.5911, -3.1621], [3.3560, -0.5756, -2.3211], [0.4212, -1.0145, -4.0073], [-0.6430, -1.7565, -4.4997], [-1.3895, -1.3041, -5.5859], [-1.0505, -0.1114, -6.2078], [0.0307, 0.6289, -5.7296], [0.7467, 0.1910, -4.6236], [-1.8671, 2.7444, 4.0000], [-1.1447, 1.2505, 4.5913], [-2.1188, 0.0818, 2.8248], [-2.7502, 3.7490, 2.3738], [-4.7893, 4.5624, 1.2767], [-6.2704, 2.9983, 0.0549], [-5.7212, 0.5723, 0.0085], [-3.7097, -0.2674, 1.2162], [2.6818, 2.9433, 2.7597], [4.8232, 2.5694, 1.4333], [4.7774, 1.0627, -0.5529], [0.8661, -2.5178, -2.5803], [2.9492, -1.3583, -4.1979], [3.1762, -2.5509, -2.9095], [-0.9015, -2.6965, -4.0200], [-2.2348, -1.8875, -5.9419], [-1.6215, 0.2458, -7.0581], [0.3105, 1.5515, -6.2229], [1.5770, 0.7859, -4.2431], [0.5265, -5.8783, 2.6411], [0.1459, -4.7664, 2.4277], [-1.1855, -4.1692, 2.8594], [-1.9807, -4.6763, 3.5960], [-1.2931, -2.8286, 2.1983], [-0.0465, -2.5971, 1.5584], [0.2378, -1.4766, 0.8918], [0.8731, -3.6948, 1.6557], [2.0065, -3.7760, 1.1974], [-2.2851, -2.0767, 2.2336], [-6.8798, 0.5634, -3.4464], [-5.7033, 0.9270, -4.3651], [-6.0131, 2.2669, -5.0337], [-5.5735, -0.1377, -5.4635], [-4.4118, 0.9884, -3.5403], [-3.9481, -0.1523, -2.8832], [-2.8053, -0.0697, -2.1272], [-2.1728, -1.6184, -1.2031], [-2.0548, 1.1089, -1.9533], [-0.9708, 1.0794, -1.1803], [-2.5061, 2.2641, -2.6100], [-3.6708, 2.1524, -3.3827], [-1.8261, 3.6668, -2.5372], [-1.3909, 4.1009, -3.9430], [-0.5867, 3.7451, -1.6343], [-2.8351, 4.6977, -2.0027], [-7.8148, 0.5051, -4.0199], [-7.0006, 1.3230, -2.6652], [-6.7201, -0.4030, -2.9547], [-6.9401, 2.1799, -5.6112], [-5.2131, 2.5692, -5.7205], [-6.1529, 3.0632, -4.2932], [-6.4876, -0.1772, -6.0710], [-5.4050, -1.1352, -5.0411], [-4.7288, 0.0972, -6.1227], [-4.4713, -1.1055, -2.9519], [-4.0154, 3.0493, -3.8904], [-0.6260, 3.4259, -4.3219], [-0.9715, 5.1154, -3.9058], [-2.2269, 4.1008, -4.6531], [0.2156, 3.0917, -1.9783], [-0.8152, 3.4727, -0.6041], [-0.2227, 4.7812, -1.6490], [-3.7432, 4.7503, -2.6157], [-2.3746, 5.6951, -1.9909], [-3.1335, 4.4389, -0.9822]],
  "atomic_forces_ev_per_a": [[1.0425, 0.9975, -0.2333], [0.2013, -0.0106, -0.1434], [-0.4695, 0.2781, 0.7269], [1.3620, 0.1902, -0.4773], [-0.8406, -0.1273, 0.0332], [0.2841, 0.2128, -0.4168], [0.1156, -0.0426, -0.1179], [-0.0534, 0.0322, -0.0469], [0.0617, -0.1036, -0.0203], [0.0883, -0.0139, 0.0064], [0.1090, -0.0587, 0.0039], [-0.0950, -0.0579, 0.0020], [-1.4680, -0.1540, 0.3889], [1.2386, 0.3359, 0.0792], [-0.0053, 0.2949, 0.3266], [0.3130, 0.2119, 0.1869], [-0.5795, -0.6870, -0.6247], [-1.1970, -0.9075, -1.0762], [0.1068, 0.9026, 1.0529], [-0.4247, -0.0273, -0.4006], [0.1611, 0.3304, 0.3990], [0.1254, 0.1625, 0.2820], [0.5097, -0.5721, -0.9137], [-0.1086, 0.1246, 0.2059], [-0.1508, -0.0435, -0.0662], [0.0337, -0.0178, 0.0390], [0.1036, 0.0213, 0.1216], [-0.0938, -0.0611, 0.0731], [0.0266, 0.1208, -0.1225], [-0.0204, 0.2306, 0.0306], [0.0870, -0.1174, 0.1223], [0.0157, -0.3507, 0.0705], [-0.0437, -0.0699, -0.0465], [0.0209, -0.0072, -0.0282], [0.0688, -0.0489, 0.0667], [0.0831, 0.0924, 0.0715], [-0.0240, 0.1773, -0.0406], [0.0843, -0.0613, -0.0750], [-0.0680, -0.0055, 0.0160], [-0.0981, 0.0653, 0.0737], [-0.0750, -0.1986, 0.1037], [0.1268, 0.1146, -0.1520], [0.0964, -0.1383, 0.1275], [0.0087, 0.0956, -0.0259], [0.1152, 0.0737, 0.0420], [0.0417, -0.0232, 0.0506], [-0.0259, 0.0344, 0.0418], [-0.1392, -0.0850, -0.0389], [0.2785, -0.9116, 0.2547], [-0.1995, 0.6712, -0.1644], [0.4345, 0.2992, -0.3695], [-0.6275, -0.4516, 0.5308], [-0.2681, 0.5965, -0.0879], [-0.0196, 0.3333, -0.3813], [0.0763, -2.3201, 1.4846], [0.2502, 0.3117, -0.2758], [-0.0614, -0.0961, 0.0060], [0.2565, -0.1652, 0.0382], [-0.0662, -0.0116, 0.0831], [0.0806, -0.0070, 0.0499], [-0.0342, 0.1000, -0.0553], [0.0672, -0.0852, -0.0954], [-0.0316, 0.0205, 0.0162], [-0.1180, -0.1348, -0.0639], [0.0505, -0.1205, 0.0219], [-0.1932, 0.2249, -0.0829], [0.5786, -0.2562, 0.5495], [-1.1961, 0.9045, -1.2194], [-0.0073, 0.3990, -0.0865], [0.0566, 0.1849, -0.0366], [-0.1432, -0.2356, 0.0661], [-0.1327, 0.0384, -0.1200], [0.0119, 0.0257, -0.0234], [-0.1464, -0.0265, 0.0542], [0.1484, 0.0009, 0.0818], [0.0096, -0.1055, -0.0821], [-0.0263, 0.1444, -0.0786], [0.0957, 0.0147, 0.0517], [-0.1230, -0.0434, 0.1004], [0.0108, -0.1071, -0.1119], [0.1355, 0.0022, 0.1039], [-0.0206, 0.1611, -0.0665], [-0.1212, -0.0530, 0.0863], [0.0931, 0.2126, 0.0021], [0.0913, -0.1425, 0.1094], [0.0818, -0.0728, -0.0888], [-0.0655, -0.1691, -0.0089], [0.1287, 0.0176, 0.1116], [-0.0410, 0.0068, 0.0289], [-0.0016, -0.0066, -0.0098], [-0.0368, -0.1236, 0.0021], [0.1579, 0.0004, 0.0854], [-0.0725, -0.1708, 0.0042], [0.0083, 0.0377, -0.0919]],
  "lowdin_charge": [0.90, -0.05, 0.04, -0.31, 0.10, -0.19, -0.15, -0.04, -0.11, -0.10, -0.07, -0.02, -0.20, -0.01, -0.09, -0.03, -0.18, -0.01, -0.33, 0.06, -0.22, -0.06, 0.03, -0.19, -0.05, -0.08, -0.09, -0.08, -0.03, 0.11, 0.13, 0.12, 0.11, 0.10, 0.10, 0.10, 0.10, 0.12, 0.08, 0.12, 0.14, 0.12, 0.13, 0.10, 0.10, 0.10, 0.10, 0.13, 0.13, -0.28, -0.28, 0.12, -0.34, -0.22, -0.20, -0.33, 0.05, -0.02, -0.05, -0.56, -0.07, -0.05, -0.18, -0.09, -0.51, 0.98, -0.33, -0.26, -0.06, 0.01, -0.51, -0.05, -0.05, -0.05, 0.08, 0.08, 0.08, 0.08, 0.09, 0.09, 0.08, 0.08, 0.08, 0.11, 0.09, 0.07, 0.08, 0.08, 0.08, 0.08, 0.09, 0.08, 0.08, 0.07]
}

=====

{
  "formula": "C42H39CrN4O4PS2",
  "method": "the ωB97M-V functional and the def2-TZVPD basis",
  "s2": 0.764,
  "lumo_ev": [2.38, 2.37],
  "total_charge": -1,
  "homo_energy_ha": [-0.177, -0.168],
  "multiplicity": 2,
  "max_force_ha_per_bohr": 0.0298,
  "species": ["Cr", "C", "C", "N", "N", "C", "S", "S", "C", "C", "C", "C", "C", "C", "C", "C", "C", "C", "C", "C", "C", "O", "H", "H", "H", "H", "H", "H", "H", "H", "H", "H", "H", "H", "H", "H", "C", "C", "C", "C", "C", "C", "P", "C", "C", "C", "C", "C", "C", "C", "C", "C", "C", "C", "C", "H", "H", "H", "H", "H", "H", "H", "H", "H", "H", "H", "H", "H", "H", "C", "C", "C", "C", "C", "C", "O", "N", "C", "O", "N", "C", "O", "H", "H", "H", "H", "H", "H", "H", "H", "H", "H", "H"],
  "positions_angstrom": [[0.2879, 0.2676, -0.5328], [-1.3967, 3.4995, 1.6860], [-1.3616, 2.3730, 0.6868], [-0.5124, 1.3753, 0.8747], [0.0597, 1.3721, 2.1079], [1.0755, 0.6080, 2.3066], [1.8410, -0.3754, 1.1358], [1.7350, 0.6378, 3.9488], [2.0119, 2.4601, 4.0872], [3.1753, 2.8323, 3.2358], [4.4544, 2.8814, 3.7791], [5.5485, 3.1562, 2.9792], [5.3791, 3.3652, 1.6199], [4.1091, 3.3135, 1.0698], [3.0137, 3.0561, 1.8728], [-2.2689, 2.4108, -0.4224], [-3.4521, 3.1648, -0.3433], [-4.3733, 3.1949, -1.3633], [-4.1361, 2.4706, -2.5296], [-2.9787, 1.7445, -2.6602], [-2.0084, 1.6925, -1.6333], [-0.9147, 1.0461, -1.8267], [-0.3956, 3.6606, 2.0809], [-2.0465, 3.2508, 2.5250], [-1.7385, 4.4183, 1.2162], [2.2042, 2.6425, 5.1422], [1.0813, 2.9262, 3.7714], [4.5875, 2.6924, 4.8360], [6.5405, 3.1975, 3.4097], [6.2368, 3.5618, 0.9902], [3.9653, 3.4623, 0.0099], [2.0318, 3.0139, 1.4243], [-3.6787, 3.6982, 0.5669], [-5.2828, 3.7705, -1.2592], [-4.8645, 2.4849, -3.3304], [-2.7777, 1.1747, -3.5563], [-4.5919, 1.1881, 2.2955], [-3.7077, 0.9959, 3.3454], [-2.6752, 0.0866, 3.2212], [-2.5195, -0.6447, 2.0464], [-3.4066, -0.4422, 0.9938], [-4.4404, 0.4680, 1.1230], [-1.0548, -1.7503, 1.9713], [-1.7262, -3.1995, 2.8855], [-3.0795, -3.4802, 3.0431], [-3.4816, -4.6079, 3.7363], [-2.5407, -5.4656, 4.2828], [-1.1913, -5.1823, 4.1474], [-0.7874, -4.0551, 3.4549], [-1.2337, -2.3186, 0.2426], [-1.8089, -3.5443, -0.0804], [-1.9582, -3.9072, -1.4043], [-1.5617, -3.0284, -2.3980], [-1.0024, -1.8111, -2.0633], [-0.7845, -1.4308, -0.7405], [-5.3964, 1.9039, 2.3865], [-3.8200, 1.5663, 4.2574], [-1.9697, -0.0639, 4.0276], [-3.2870, -0.9922, 0.0716], [-5.1234, 0.6241, 0.2991], [-3.8162, -2.8185, 2.6092], [-4.5358, -4.8225, 3.8494], [-2.8601, -6.3547, 4.8100], [-0.4558, -5.8423, 4.5867], [0.2646, -3.8258, 3.3422], [-2.1404, -4.2155, 0.7012], [-2.3842, -4.8677, -1.6601], [-1.6863, -3.2939, -3.4401], [-0.7238, -1.1358, -2.8634], [5.0893, -1.5902, -1.1552], [4.6788, -2.1887, -2.4960], [3.5649, -1.3808, -3.1950], [3.2079, -2.0605, -4.5313], [2.0713, -1.3459, -5.2522], [4.1002, 0.0081, -3.4633], [5.0226, 0.2427, -4.2152], [3.4942, 1.0143, -2.7659], [2.3482, 0.8841, -1.9829], [1.9077, 1.8699, -1.3886], [1.7512, -0.2936, -1.8755], [2.3064, -1.4482, -2.3127], [1.8292, -2.5287, -2.0312], [5.8536, -2.2118, -0.6909], [4.2377, -1.5359, -0.4780], [5.4973, -0.5876, -1.2785], [4.2959, -3.1985, -2.3363], [5.5434, -2.2349, -3.1637], [2.9042, -3.0838, -4.3028], [4.0969, -2.0829, -5.1659], [1.1958, -1.2816, -4.6091], [1.7964, -1.8893, -6.1542], [2.3659, -0.3373, -5.5363], [3.8695, 1.9507, -2.8722]],
  "atomic_forces_ev_per_a": [[-0.6572, -0.3896, -1.3312], [0.0596, -0.0935, 0.0693], [0.6650, -0.3800, 0.6650], [-0.5668, 0.8893, -0.8173], [0.2942, 0.3303, 1.4526], [-0.1251, 0.1590, -0.5180], [-0.0213, -0.0831, -0.0791], [0.1059, 0.1368, 0.3571], [-0.2388, -0.6476, -0.1129], [0.1315, 0.1841, -0.0426], [-0.0431, 0.0479, -0.0191], [0.1434, -0.0148, 0.0095], [0.0832, 0.0256, -0.0869], [0.0944, 0.0398, -0.0698], [-0.0455, 0.0972, -0.0136], [-0.0751, -0.1201, -1.0411], [0.0495, 0.0127, -0.0292], [-0.1562, 0.1836, 0.1660], [0.1887, -0.1027, -0.0255], [-0.0443, -0.1373, -0.1283], [-0.4984, 0.5968, 0.5818], [0.8953, -0.4830, 0.2642], [-0.0804, -0.0017, 0.0203], [-0.0197, 0.0285, 0.0922], [-0.0911, -0.0384, -0.0293], [-0.0550, 0.0676, 0.0458], [0.0395, 0.0945, 0.1242], [0.0219, -0.0075, 0.0909], [0.0260, -0.0135, 0.0439], [0.0283, 0.0157, -0.0171], [-0.0490, -0.0023, -0.0894], [-0.0908, -0.0240, -0.0108], [0.0350, 0.0751, 0.1079], [-0.0362, 0.0236, 0.0567], [0.0075, -0.0248, -0.0535], [0.0642, -0.0326, -0.0646], [-0.1218, 0.0431, -0.0428], [-0.0702, 0.0675, 0.1414], [-0.0259, -0.1012, -0.0909], [0.1462, -0.0279, 0.0187], [-0.0032, -0.1228, 0.1495], [-0.1904, -0.0068, 0.0085], [-0.4501, -0.2395, -0.0489], [0.0911, 0.2257, 0.0312], [0.0671, -0.0038, 0.0065], [-0.1623, -0.0525, 0.0376], [-0.0010, -0.0838, 0.0456], [0.0347, -0.1856, 0.0736], [-0.0533, 0.0611, -0.0602], [0.2707, 0.0276, 0.3798], [0.0142, -0.0341, 0.0535], [-0.0242, -0.1137, -0.0942], [-0.1378, -0.0419, -0.1624], [-0.0784, 0.0641, -0.2401], [0.2380, -0.1754, 0.2271], [-0.0743, 0.0907, 0.0189], [-0.0103, 0.0392, 0.0879], [0.0787, 0.0794, 0.0807], [0.0131, -0.0065, -0.0646], [-0.0180, 0.0329, -0.0602], [-0.0598, 0.0512, -0.0196], [-0.0704, -0.0174, -0.0030], [-0.0058, -0.0203, 0.0619], [0.0602, -0.0453, 0.0060], [0.0681, -0.0006, 0.0256], [0.0095, -0.0271, -0.0354], [-0.0544, -0.0792, -0.0176], [-0.0072, -0.0339, -0.0685], [0.0859, 0.0139, 0.0057], [-0.0053, -0.1253, -0.1316], [0.0349, 0.1255, 0.1486], [0.0761, -0.6521, -0.2193], [-0.0801, 0.1515, -0.0489], [0.1431, -0.1284, 0.0273], [-0.2140, 0.0509, 0.0625], [0.1471, -0.1220, -0.0737], [0.0415, 0.4909, 0.0205], [0.6622, 0.6259, -0.3148], [0.0315, 0.1660, 0.1659], [-0.6765, -0.1107, 0.4065], [0.1637, -0.2587, 0.0100], [0.3410, -0.1169, -0.1763], [0.0340, 0.0250, 0.0890], [-0.0162, 0.0311, 0.1131], [0.0506, 0.0840, 0.0536], [-0.0138, 0.0330, -0.1173], [-0.0952, -0.0240, -0.0419], [0.1003, 0.0255, 0.0365], [0.0207, -0.0294, 0.0954], [-0.1565, 0.0143, -0.0116], [-0.0697, 0.0249, -0.0837], [-0.0160, 0.1286, -0.0671], [-0.1014, -0.1982, 0.0380]],
  "lowdin_charge": [0.59, -0.01, -0.21, -0.07, -0.08, -1.14, 0.67, 0.87, -0.40, -0.31, -0.06, -0.10, -0.10, -0.07, -0.05, -0.11, -0.07, -0.12, -0.10, -0.01, -0.32, -0.14, 0.06, 0.08, 0.08, 0.07, 0.06, 0.11, 0.10, 0.09, 0.10, 0.10, 0.10, 0.09, 0.10, 0.11, -0.11, -0.10, -0.11, -0.37, -0.07, -0.09, 1.11, -0.38, -0.09, -0.10, -0.11, -0.10, -0.10, -0.38, -0.09, -0.09, -0.09, -0.13, -0.24, 0.10, 0.10, 0.10, 0.11, 0.10, 0.10, 0.10, 0.09, 0.10, 0.10, 0.09, 0.09, 0.10, 0.09, -0.07, -0.17, -0.30, -0.17, -0.07, -0.43, 0.09, 0.23, -0.56, 0.02, 0.06, -0.46, 0.10, 0.07, 0.06, 0.08, 0.12, 0.12, 0.12, 0.12, 0.07, 0.07, 0.08, 0.17]
}